ORCA calculation (ωB97M-V with the def2-TZVPD basis set) on a structure of composition C39H37FeI2N7O6P2Se2 at a distorted geometry.

ORCA input file:
```
! wB97M-V def2-TZVPD RIJCOSX def2/J DEFGRID3
* xyz 1 6
Fe 0.20 -0.08 0.29
I 0.00 -2.93 0.22
C 1.86 -3.10 -0.82
I 3.13 -1.55 -0.10
H 1.70 -2.93 -1.88
H 2.32 -4.05 -0.63
Se -3.59 6.13 -0.55
P -2.72 4.82 -1.96
C -4.00 4.09 -3.02
C -4.95 3.30 -2.37
C -6.02 2.77 -3.09
C -6.14 3.03 -4.45
C -5.19 3.81 -5.09
C -4.12 4.34 -4.38
C -1.48 5.66 -2.97
C -0.13 5.38 -2.82
C 0.81 6.11 -3.54
C 0.40 7.11 -4.40
C -0.95 7.41 -4.53
C -1.89 6.70 -3.80
C -1.84 3.44 -1.14
C -1.21 2.24 -1.48
N -0.66 1.76 -0.34
N -0.96 2.56 0.66
N -1.66 3.58 0.20
P -0.99 1.21 -2.91
Se 0.40 -0.34 -2.34
C -0.39 2.14 -4.32
C -1.28 2.91 -5.07
C -0.82 3.62 -6.16
C 0.52 3.58 -6.51
C 1.41 2.82 -5.76
C 0.96 2.09 -4.67
C -2.59 0.48 -3.30
C -3.01 0.27 -4.61
C -4.23 -0.37 -4.84
C -4.99 -0.81 -3.77
C -4.55 -0.63 -2.46
C -3.35 0.02 -2.23
H -4.87 3.12 -1.30
H -6.76 2.17 -2.58
H -6.98 2.63 -5.00
H -5.29 4.02 -6.15
H -3.40 4.97 -4.89
H 0.20 4.61 -2.13
H 1.87 5.90 -3.41
H 1.13 7.68 -4.97
H -1.27 8.22 -5.18
H -2.94 6.96 -3.86
H -2.33 2.93 -4.80
H -1.52 4.22 -6.74
H 0.87 4.13 -7.37
H 2.46 2.79 -6.03
H 1.65 1.48 -4.09
H -2.40 0.57 -5.45
H -4.58 -0.52 -5.86
H -5.94 -1.31 -3.95
H -5.14 -0.99 -1.63
H -2.99 0.15 -1.21
C 2.36 -2.57 4.37
N 0.98 -2.35 3.93
C -0.03 -3.41 4.18
C 0.70 -1.35 3.15
N 0.47 -0.42 2.48
H 2.34 -3.03 5.35
H 2.89 -1.63 4.42
H 2.89 -3.23 3.68
H -0.20 -3.50 5.25
H 0.34 -4.36 3.79
H -0.95 -3.15 3.67
O -2.00 -2.22 1.79
C -2.31 -1.03 1.61
O -1.74 -0.23 0.76
C -3.41 -0.43 2.41
C -3.65 0.94 2.35
C -4.65 1.51 3.14
C -5.41 0.71 3.97
C -5.15 -0.65 4.02
C -4.17 -1.24 3.25
N -5.94 -1.51 4.93
O -5.55 -2.66 5.09
O -6.91 -1.03 5.46
H -3.04 1.56 1.71
H -4.83 2.58 3.10
H -6.19 1.11 4.60
H -3.99 -2.30 3.30
N 2.10 3.53 3.66
C 1.27 2.77 2.72
C 2.17 1.98 1.78
O 3.44 2.09 2.03
O 1.80 1.28 0.84
H 1.73 3.50 4.60
H 2.16 4.50 3.39
H 3.48 2.67 2.83
H 0.59 3.36 2.12
H 0.65 2.04 3.24
*
```

Results
lowest unoccupied orbital energy (spin up / spin down)	-0.09918 / -0.16844	hartree
HOMO-LUMO gap (spin up / spin down)	0.2476 / 0.1782	Eh



ORCA calculation (ωB97M-V with the def2-TZVPD basis set) on a structure of composition C39H37GeN2O5Ta.

ORCA input file:
```
! wB97M-V def2-TZVPD RIJCOSX def2/J DEFGRID3
* xyz 0 1
Ta -0.93 1.30 -0.61
O 0.57 1.32 0.64
C 0.29 1.10 2.00
C 0.78 2.13 2.91
C 0.12 2.43 4.04
C -1.20 1.89 4.32
C -1.81 1.06 3.46
C -1.13 0.52 2.28
C -1.89 0.25 1.01
N -2.63 1.33 0.45
C -3.93 1.16 -0.17
C -3.74 0.86 -1.67
N -2.63 1.73 -2.06
C -2.85 2.80 -2.72
C -1.92 3.92 -2.76
C -2.02 4.85 -3.80
C -1.24 5.99 -3.81
C -0.38 6.23 -2.73
C -0.30 5.34 -1.68
C -1.05 4.16 -1.67
O -0.94 3.34 -0.64
H 1.67 2.67 2.62
H 0.52 3.18 4.71
H -1.73 2.25 5.19
H -2.86 0.83 3.59
H -2.30 -0.75 0.89
H -4.51 2.09 -0.06
H -4.50 0.36 0.32
H -4.64 1.06 -2.26
H -3.43 -0.18 -1.81
H -3.81 2.94 -3.21
H -2.72 4.67 -4.60
H -1.31 6.70 -4.63
H 0.22 7.13 -2.72
H 0.35 5.53 -0.83
C 2.60 0.63 -2.64
C 1.18 0.93 -3.09
C 1.09 1.39 -4.53
O 0.61 1.95 -2.23
C 0.31 -0.31 -2.86
O 0.42 -1.29 -3.54
O -0.52 -0.20 -1.84
H 3.24 1.50 -2.79
H 3.00 -0.20 -3.23
H 2.62 0.34 -1.59
H 1.75 2.24 -4.70
H 0.07 1.70 -4.76
H 1.38 0.58 -5.19
H 1.29 2.54 -1.88
C 0.13 -0.30 2.50
Ge 0.64 -1.96 1.58
C -0.83 -2.90 0.71
C -1.85 -3.38 1.53
C -2.97 -4.00 0.99
C -3.08 -4.16 -0.39
C -2.06 -3.70 -1.21
C -0.95 -3.07 -0.67
C 2.21 -1.63 0.45
C 2.56 -2.45 -0.61
C 3.78 -2.30 -1.27
C 4.68 -1.34 -0.84
C 4.35 -0.52 0.23
C 3.13 -0.66 0.87
C 1.29 -3.14 3.01
C 2.11 -2.63 4.01
C 2.64 -3.45 5.00
C 2.35 -4.81 4.99
C 1.54 -5.34 3.99
C 1.01 -4.50 3.01
H 0.38 -0.39 3.55
H -1.79 -3.27 2.61
H -3.76 -4.37 1.64
H -3.95 -4.64 -0.82
H -2.13 -3.81 -2.29
H -0.18 -2.70 -1.34
H 1.89 -3.23 -0.95
H 4.03 -2.95 -2.10
H 5.64 -1.23 -1.33
H 5.05 0.24 0.58
H 2.88 0.00 1.69
H 2.35 -1.57 4.03
H 3.27 -3.04 5.77
H 2.76 -5.46 5.75
H 1.32 -6.40 3.98
H 0.38 -4.93 2.24
*
```

Results
lowest unoccupied orbital energy	-0.00265	hartree
HOMO-LUMO gap	0.2761	Eh



ORCA calculation (ωB97M-V with the def2-TZVPD basis set) on a structure of composition C39H37N4O4PSY at a distorted geometry.

ORCA input file:
```
! wB97M-V def2-TZVPD RIJCOSX def2/J DEFGRID3
* xyz 1 1
Y 9.30 10.18 12.26
O 12.63 7.18 11.95
C 11.63 7.85 11.96
N 11.10 8.83 12.79
C 11.86 8.95 13.92
O 12.93 8.50 14.24
C 11.13 9.67 14.97
C 11.68 9.76 16.26
C 10.85 10.17 17.26
C 9.54 10.54 16.99
C 9.11 10.49 15.67
N 9.89 10.09 14.67
C 10.60 7.49 10.91
C 10.90 6.42 10.11
C 10.06 6.09 9.07
C 8.99 6.99 8.83
C 8.80 8.05 9.66
N 9.59 8.33 10.66
H 12.71 9.38 16.56
H 11.35 10.31 18.23
H 8.77 10.77 17.71
H 8.04 10.77 15.51
H 11.70 5.76 10.37
H 10.27 5.32 8.28
H 8.30 6.87 8.04
H 8.00 8.72 9.49
O 7.80 11.11 10.67
N 8.17 11.61 9.52
C 7.17 11.86 8.66
C 7.29 12.35 7.40
C 8.62 12.51 6.96
C 9.64 12.34 7.81
C 9.42 11.90 9.12
S 10.73 11.73 10.30
H 6.29 11.52 9.09
H 6.54 12.46 6.67
H 8.85 12.72 5.88
H 10.63 12.48 7.61
C 8.19 7.29 13.86
C 7.12 8.35 14.05
O 7.29 9.53 13.14
C 6.00 10.00 12.71
C 5.47 9.04 11.68
H 8.02 6.50 14.56
H 9.17 7.73 13.93
H 8.09 6.80 12.85
H 7.09 8.72 15.08
H 6.19 7.93 13.75
H 6.14 11.07 12.35
H 5.39 9.98 13.61
H 6.08 9.15 10.79
H 4.49 9.29 11.37
H 5.56 8.01 12.01
C 7.39 15.59 9.60
C 8.73 15.63 9.98
C 9.19 14.92 11.11
C 8.36 14.17 11.85
C 7.08 14.00 11.36
C 6.59 14.61 10.22
P 9.06 13.10 13.12
C 8.10 13.67 14.66
C 6.72 13.77 14.59
C 6.03 14.03 15.76
C 6.70 14.02 16.98
C 8.04 13.92 17.04
C 8.77 13.81 15.87
C 10.76 13.80 13.42
C 10.86 15.14 13.83
C 12.11 15.67 14.15
C 13.23 14.80 14.21
C 13.17 13.50 13.74
C 11.96 13.03 13.38
H 7.10 16.16 8.72
H 9.45 16.23 9.44
H 10.26 14.92 11.32
H 6.44 13.23 11.76
H 5.62 14.31 9.87
H 6.12 13.89 13.65
H 4.93 14.12 15.70
H 6.15 14.11 17.92
H 8.56 14.04 17.95
H 9.76 14.00 15.95
H 9.99 15.83 13.80
H 12.19 16.71 14.49
H 14.15 15.24 14.54
H 14.03 12.89 13.57
H 11.94 12.04 13.02
*
```

Results
lowest unoccupied orbital energy	-0.09563	hartree
HOMO-LUMO gap	0.2882	Eh



ORCA calculation (ωB97M-V with the def2-TZVPD basis set) on a structure of composition C39H37N7O6RuTe at a distorted geometry.

ORCA input file:
```
! wB97M-V def2-TZVPD RIJCOSX def2/J DEFGRID3
* xyz 1 6
Ru -0.93 0.04 0.69
O 4.94 -1.23 0.41
C 4.10 -0.35 0.21
O 5.23 1.83 -0.07
C 2.75 -0.37 0.76
C 2.50 1.04 1.32
N 1.31 0.98 2.17
N 0.16 1.51 1.38
C 1.81 -1.51 0.83
C 2.22 -2.90 0.38
O 3.45 -3.28 0.52
O 1.29 -3.57 -0.01
H 4.17 -2.58 0.52
H 3.45 1.32 1.86
H 1.43 1.70 2.89
C 2.70 5.43 -1.65
C 1.94 4.37 -0.86
C 2.68 3.51 -0.01
C 2.24 2.10 0.11
C 2.91 1.32 -1.04
O 2.37 1.28 -2.10
C 4.38 0.81 -0.81
C 6.46 1.46 0.32
C 7.52 1.32 -0.53
C 7.48 0.90 -1.90
C 6.32 0.65 -2.55
C 4.98 0.54 -2.15
C 0.73 2.12 0.25
O 0.51 -1.55 0.92
C -0.07 2.92 -0.56
C 0.59 4.04 -1.11
C -1.53 2.62 -0.55
N -2.04 1.63 0.25
C -3.47 1.71 0.71
C -4.00 0.81 1.87
Te -3.04 0.89 3.90
C -2.35 -1.13 3.86
C -1.03 -1.36 3.46
C -0.52 -2.63 3.52
C -1.26 -3.62 4.20
C -2.56 -3.38 4.68
C -3.14 -2.11 4.49
C -2.40 3.54 -1.29
C -3.30 3.07 -2.32
C -4.08 4.01 -2.98
C -3.94 5.34 -2.77
C -2.89 5.82 -1.95
C -2.27 4.91 -1.11
H 1.98 6.17 -2.07
H 3.44 4.97 -2.32
H 3.33 5.94 -0.87
H 3.70 3.73 0.36
H 6.68 1.44 1.40
H 8.43 1.78 -0.23
H 8.42 0.81 -2.43
H 6.42 0.24 -3.59
H 4.24 0.32 -2.92
H -0.02 4.78 -1.64
H -4.10 1.57 -0.13
H -3.55 2.77 1.00
H -4.01 -0.26 1.69
H -5.05 1.07 2.17
H -0.42 -0.52 3.02
H 0.39 -2.78 2.98
H -0.76 -4.59 4.24
H -3.16 -4.19 5.19
H -4.18 -1.91 4.79
H -3.43 2.03 -2.51
H -4.67 3.69 -3.82
H -4.68 6.03 -3.18
H -2.62 6.92 -1.96
H -1.62 5.39 -0.39
C -3.17 -6.92 -1.23
C -2.60 -5.72 -0.49
C -3.62 -5.17 0.48
C -1.98 -4.77 -1.49
N -2.27 -3.35 -1.24
C -2.65 -2.33 -2.12
N -2.53 -1.16 -1.50
N -2.07 -1.48 -0.24
N -2.11 -2.77 0.00
H -3.21 -7.84 -0.59
H -2.60 -7.26 -2.11
H -4.18 -6.80 -1.65
H -1.80 -6.18 0.13
H -4.56 -4.84 0.03
H -3.30 -4.44 1.20
H -3.90 -6.06 1.10
H -2.27 -4.86 -2.59
H -0.85 -4.97 -1.50
H -2.88 -2.49 -3.21
*
```

Results
lowest unoccupied orbital energy (spin up / spin down)	-0.14053 / -0.19269	hartree
HOMO-LUMO gap (spin up / spin down)	0.2100 / 0.1921	Eh



ORCA calculation (ωB97M-V with the def2-TZVPD basis set) on a cluster of 2 separate species, C39H38BF3N2O4S in total at a distorted geometry.

ORCA input file:
```
! wB97M-V def2-TZVPD RIJCOSX def2/J DEFGRID3
* xyz 0 1
C -4.62 -4.95 -1.18
C -3.73 -5.59 -2.05
C -2.37 -5.26 -2.08
C -1.98 -4.15 -1.35
C -2.89 -3.52 -0.46
C -4.19 -3.96 -0.29
O -2.51 -2.21 -0.33
B -1.32 -2.07 -1.03
C -0.39 -0.77 -0.57
C -1.40 0.39 -0.50
C -1.47 1.24 -1.62
C -2.57 2.04 -1.85
C -3.62 2.05 -0.90
N -4.81 2.65 -1.23
C -5.85 2.76 -0.23
C -7.12 3.45 -0.73
O -6.87 4.44 -1.73
C -6.25 3.86 -2.88
C -4.90 3.25 -2.55
C -3.43 1.40 0.34
C -2.34 0.55 0.52
C 1.01 -0.23 -0.39
C 2.05 -0.64 -1.26
C 3.10 0.20 -1.58
C 3.24 1.47 -0.98
N 4.24 2.35 -1.34
C 4.42 3.56 -0.55
C 5.73 4.33 -0.80
O 6.71 3.56 -1.49
C 6.19 3.03 -2.70
C 5.14 1.96 -2.42
C 2.28 1.84 -0.01
C 1.25 0.98 0.32
O -0.99 -3.25 -1.70
H -5.69 -5.21 -1.20
H -4.10 -6.34 -2.75
H -1.66 -5.78 -2.74
H -4.84 -3.45 0.42
H -0.33 -0.95 -1.72
H -0.66 1.20 -2.36
H -2.63 2.61 -2.77
H -6.14 1.76 0.13
H -5.49 3.35 0.64
H -7.82 2.68 -1.12
H -7.60 4.02 0.08
H -6.90 3.09 -3.33
H -6.12 4.70 -3.57
H -4.15 4.05 -2.65
H -4.69 2.48 -3.31
H -4.18 1.51 1.13
H -2.21 -0.02 1.45
H 1.97 -1.61 -1.74
H 3.83 -0.11 -2.32
H 4.42 3.31 0.52
H 3.59 4.26 -0.75
H 5.50 5.24 -1.38
H 6.19 4.59 0.16
H 7.06 2.58 -3.19
H 5.74 3.82 -3.33
H 5.68 1.03 -2.15
H 4.56 1.78 -3.33
H 2.33 2.80 0.49
H 0.53 1.31 1.07
C -1.21 -4.59 5.76
C -0.27 -4.11 4.72
C 0.27 -4.83 3.66
C 1.16 -4.08 2.85
C 1.25 -2.73 3.20
C 2.13 -1.77 2.61
C 2.22 -0.46 3.13
C 3.31 0.33 2.81
C 4.28 -0.17 1.95
C 5.57 0.57 1.77
F 6.57 0.10 2.57
F 6.03 0.49 0.47
F 5.43 1.91 2.05
C 4.11 -1.38 1.28
C 3.02 -2.16 1.58
S 0.21 -2.45 4.61
H -0.94 -5.62 6.03
H -1.19 -3.98 6.67
H -2.24 -4.59 5.37
H 0.08 -5.89 3.50
H 1.76 -4.51 2.03
H 1.45 -0.07 3.79
H 3.39 1.33 3.23
H 4.83 -1.69 0.52
H 2.88 -3.10 1.03
*
```

Results
lowest unoccupied orbital energy	0.00504	hartree
SMILES	c1ccc2c(c1)OB(C(c1ccc(N3CCOCC3)cc1)c1ccc(N3CCOCC3)cc1)O2.Cc1ccc(-c2ccc(C(F)(F)F)cc2)s1
HOMO-LUMO gap	0.2550	Eh



Short version: calculated total energy = -263611.526, -112331.461, -76358.004, -73615.384, -71892.672 eV, in the order given.